[1]
# C4H6N2O

The ion C4H6N2O with charge +2 in a non-equilibrium geometry (ωB97M-V with the def2-TZVPD basis set, the OMol25 dataset).

Calculated values
- Gap between HOMO and LUMO (alpha / beta): 6.873 / 7.127 eV
- HOMO energy (alpha / beta): -18.98 / -19.02 eV
- Lowest unoccupied orbital energy (alpha / beta): -12.11 / -11.89 eV
- Charge: +2

Atoms and positions in Å:
O -0.64147 -0.44004 -2.76768
N 0.34778 -0.30097 1.07028
N -0.49414 -1.00233 -1.81512
C 0.21895 0.83431 0.57840
C -0.16849 2.16416 0.46325
C -0.06454 -1.78613 -0.95817
C 0.29596 -1.51197 0.48755
H 0.27308 2.45373 -0.54045
H 0.79992 -0.36154 2.02549
H 0.72341 -2.24134 1.14975
H 0.19561 2.77605 1.33062
H -0.21248 -2.84116 -1.28452
H -1.27358 2.25721 0.26059

---

[2]
# C14H23N6OSV

A structure of composition C14H23N6OSV (ωB97M-V with the def2-TZVPD basis set, the OMol25 dataset).

Calculated values
- Gap between HOMO and LUMO (alpha / beta): 7.714 / 7.833 eV
- Spin multiplicity: 4
- HOMO energy (alpha / beta): -10.34 / -10.48 eV
- Lowest unoccupied orbital energy (alpha / beta): -2.62 / -2.65 eV
- Charge: +1
- <S²>: 3.7606

Atoms and positions in Å:
V -0.19966 -1.70290 -0.01972
S -2.46779 -2.59464 0.08543
O 1.66891 -1.19407 0.08420
N 0.94991 1.30314 -0.74821
N -1.47530 -2.38117 2.65344
N -1.64567 0.66556 -0.06384
N -0.47548 -1.10719 -2.31131
N -0.35059 -1.85435 2.03287
N -3.58807 -3.16109 2.39775
C 3.55393 -0.10276 0.94721
C 4.26127 0.45024 2.00081
C -2.02307 1.53358 -1.20328
C -2.19284 0.69042 -2.46501
C 0.21377 1.16344 -3.11146
C -0.97012 2.63085 -1.42790
C 1.79927 -0.78981 2.47311
C -0.89828 0.11744 -3.04500
C 2.54597 -0.22737 3.51626
C 0.53449 -1.40140 2.84936
C 2.31432 -0.72585 1.15218
C 0.37104 2.07121 -1.89942
C 3.75896 0.39504 3.29396
C -2.42962 -2.72746 1.84853
H 0.12034 0.78598 -0.34677
H -2.28624 -0.13169 0.00207
H 0.31275 -1.46554 3.91227
H -2.65194 1.32038 -3.23029
H -3.59630 -3.36726 3.38354
H 0.33912 -1.48639 -2.79056
H -1.10312 -0.17360 -4.07968
H 3.96755 -0.11162 -0.05455
H 1.33135 1.90259 -0.01870
H -0.02113 1.82925 -3.94579
H -0.83693 3.22515 -0.51939
H -2.97843 2.02817 -1.00573
H 1.65916 0.60611 -0.98600
H -1.73560 1.16937 0.81527
H -4.27514 -3.59368 1.81015
H 2.15598 -0.28698 4.52499
H 1.07948 2.86411 -2.13896
H -1.33297 3.32116 -2.19117
H -2.90520 -0.11660 -2.27265
H 4.31365 0.81988 4.11824
H 5.22098 0.91388 1.81142
H -1.20278 -1.80311 -2.46883
H 1.17007 0.69957 -3.36886

---

[3]
# C4H11N2

A cluster of 2 separate species, C4H11N2 in total in a non-equilibrium geometry (ωB97M-V with the def2-TZVPD basis set, the OMol25 dataset).

Calculated values
- Gap between HOMO and LUMO: 8.980 eV
- HOMO energy: -12.86 eV
- Lowest unoccupied orbital energy: -3.88 eV
- Charge: +1

Atoms and positions in Å:
N -0.50683 -2.20538 1.08532
N 1.44680 2.54455 -1.20834
C 0.74598 2.24834 -2.21615
C -0.43711 -0.78265 0.60310
C -1.17812 -0.60029 -0.48438
C 0.21501 0.18611 1.53582
H -0.24359 -2.20698 2.02602
H -1.40422 0.40515 -0.77997
H 1.17484 -0.21834 1.90321
H -1.50975 -1.40285 -1.14155
H 0.44322 1.13780 1.03467
H 2.08492 1.68830 -1.02914
H -1.42389 -2.64407 0.99615
H 0.60102 1.19354 -2.50786
H 0.27131 3.07389 -2.81525
H -0.42657 0.36806 2.42192
H 0.14697 -2.78516 0.57648

---

[4]
# C26H50GaP2Si

A structure of composition C26H50GaP2Si in a non-equilibrium geometry (ωB97M-V with the def2-TZVPD basis set, the OMol25 dataset).

Calculated values
- Gap between HOMO and LUMO: 7.506 eV
- HOMO energy: -9.79 eV
- Lowest unoccupied orbital energy: -2.28 eV
- Charge: +1

Atoms and positions in Å:
Ga 0.00000 0.00000 0.00000
P 0.22874 -2.13279 0.76255
P 1.28642 -1.17562 -1.46492
Si 2.30631 0.56446 1.54010
C 3.72386 -0.69264 1.57148
C 2.54152 -5.28868 -4.07337
C 0.56768 -1.97468 -2.96112
C -1.07817 1.42878 -1.28328
C -2.01088 0.58379 0.68328
C 1.16288 -7.39550 -3.40054
C 2.89128 -0.55714 -2.11154
C -2.91098 -0.16230 1.62155
C -2.91548 -0.42695 -1.56668
C -1.08818 1.61242 1.04342
C 3.40812 2.04518 1.12599
C 0.48075 3.26557 -0.24881
C -1.99164 0.43366 -0.75817
C 1.69684 -6.58421 -1.02149
C -0.50486 2.14059 -0.18600
C 2.10175 0.77702 3.42723
C 3.93333 -6.60365 -2.35936
C 1.66641 -2.58927 -0.32144
C 3.58272 -5.43210 -3.24474
C 0.70614 -2.53531 2.49068
C -1.03701 -3.42594 0.41734
C -0.78446 2.11924 2.41889
C 3.20296 -6.57442 -0.99860
C -0.84409 1.71030 -2.73693
C 1.41308 -6.23529 -4.38913
C 0.85028 -6.92334 -2.00092
H 1.56856 -6.65453 -5.39566
H -1.80603 -3.39282 1.19521
H 0.49277 -5.63902 -4.46305
H -1.51639 2.50445 -3.08879
H 0.30423 -7.96603 -3.77388
H -1.03450 0.82407 -3.34889
H 0.95252 3.32149 -1.23375
H 1.47565 0.00194 3.90196
H -1.40804 2.98970 2.66450
H 2.48110 -4.34384 -4.61497
H 3.01172 3.00484 1.50480
H 3.35215 0.04196 -1.32208
H -3.88954 0.06114 -1.71482
H 3.55710 -7.41994 -0.38799
H 1.71578 1.75598 3.74715
H -3.21190 -1.12597 1.20102
H -0.59259 -4.42716 0.40149
H 2.00904 -8.08476 -3.41059
H 4.37008 1.94476 1.66958
H 0.55477 -1.25258 -3.78328
H 1.24546 -6.25957 -0.08308
H 3.74911 -7.55457 -2.86257
H 3.44776 -1.65597 2.03449
H 3.62244 2.08171 0.04127
H 0.18341 2.03675 -2.91899
H -1.51510 -3.22405 -0.54446
H -2.42095 -0.34673 2.58152
H -0.18114 -2.46640 3.12857
H 1.43065 -1.78312 2.81278
H 4.26191 -4.58260 -3.16861
H 1.13346 -3.54050 2.57299
H 1.72492 -3.60394 -0.72986
H -0.21258 -6.82196 -1.77973
H 1.27195 3.12310 0.49368
H 3.51922 -5.67284 -0.45547
H -0.46220 -2.27781 -2.75644
H 2.58470 -2.34131 0.22122
H 4.54249 -0.29676 2.20675
H -3.82648 0.41253 1.81648
H 3.55468 -1.37638 -2.40908
H 3.10894 0.72968 3.88898
H -2.49671 -0.63666 -2.55528
H -3.09768 -1.38550 -1.07182
H 0.26641 2.41593 2.49420
H 2.70047 0.08599 -2.97672
H 4.15715 -0.84505 0.56584
H 1.15199 -2.84929 -3.26752
H -0.96970 1.34875 3.17242
H 5.01012 -6.57367 -2.15512
H -0.00856 4.22944 -0.05244

---

[5]
# C4H5N4

A structure of composition C4H5N4 in a non-equilibrium geometry (ωB97M-V with the def2-TZVPD basis set, the OMol25 dataset).

Calculated values
- Gap between HOMO and LUMO: 11.052 eV
- HOMO energy: -16.07 eV
- Lowest unoccupied orbital energy: -5.02 eV
- Charge: +1

Atoms and positions in Å:
N -0.06129 -0.15311 0.16627
N 2.83755 1.04944 -1.17784
N -2.20010 -0.43010 0.31292
N -1.11019 -0.27891 1.02345
C -0.43384 -0.15288 -1.09614
C 1.33214 0.16786 0.70533
C 2.14110 0.63204 -0.37153
C -1.90065 -0.37113 -0.95444
H -1.00547 -0.40257 2.02995
H 1.89576 -0.71523 1.12362
H 1.01665 1.11355 1.71966
H -2.75985 -0.46132 -1.57146
H 0.24819 0.00235 -1.90979

---

[6]
# C17H24BCoN10OS3

A structure of composition C17H24BCoN10OS3 in a non-equilibrium geometry (ωB97M-V with the def2-TZVPD basis set, the OMol25 dataset).

Calculated values
- Gap between HOMO and LUMO (alpha / beta): 8.017 / 4.545 eV
- Spin multiplicity: 5
- HOMO energy (alpha / beta): -13.09 / -13.07 eV
- Lowest unoccupied orbital energy (alpha / beta): -5.07 / -8.52 eV
- Charge: +2
- <S²>: 6.0293

Atoms and positions in Å:
Co -0.20841 0.02762 0.56638
S 2.13449 0.34002 0.48188
S -0.90111 2.05322 -1.17022
S 0.16059 -1.10518 -2.06052
O -1.57601 -2.54768 0.26028
N -1.32671 1.88442 4.07728
N -0.85021 1.42902 1.97828
N 4.00689 -1.18158 1.51118
N -0.08291 -1.15748 2.42948
N 2.27119 -2.29688 0.47698
N -2.25801 -0.97908 -1.32402
N 1.00409 3.05292 -2.72902
N -0.31701 1.71342 -3.86852
N -2.11941 0.11242 -3.22762
N -0.52111 -1.14288 4.58578
C -1.44171 -0.58658 -2.32402
C 4.78069 -2.37178 1.80918
C -2.32931 -3.59018 -0.37332
C -0.10881 -2.40158 4.27038
C 1.56489 3.77652 -1.62402
C -1.46401 -1.36188 -0.20032
C 1.42689 3.07012 -4.01822
C -0.06401 2.22492 -2.64722
C -1.55581 3.01762 3.35908
C 0.60209 2.23862 -4.71812
C 0.15599 -2.39458 2.92878
C 2.85799 -1.16358 0.85338
C -3.51831 -0.51138 -1.59852
C -3.41171 0.15972 -2.78262
C -0.50391 -0.41578 3.44728
C -0.88851 0.94172 3.21728
C -1.25581 2.71992 2.05878
B -1.47051 0.83692 -4.41072
H 2.52169 4.19062 -1.92722
H 4.41229 -0.28998 1.75708
H -4.16181 0.68782 -3.33662
H -1.30401 3.34732 1.19358
H 4.16649 -3.12608 2.30308
H -0.79641 -0.83688 5.50458
H 5.58969 -2.10098 2.48178
H -1.90861 3.91742 3.81528
H 0.60479 1.98242 -5.75732
H 1.43209 -2.24738 -0.08212
H 5.21499 -2.79558 0.90108
H 2.74009 -3.18328 0.57368
H 1.70969 3.10832 -0.77212
H 0.89409 4.58552 -1.32922
H -0.03461 -3.17798 5.00238
H -0.99801 0.02912 -5.14842
H -1.46481 1.79162 5.07068
H -3.35261 -3.58918 0.00638
H 0.48009 -3.19788 2.30148
H -4.34861 -0.66618 -0.94152
H -2.27031 1.52302 -4.94872
H -1.84631 -4.52878 -0.10182
H -2.33601 -3.46728 -1.45812
H 2.26369 3.65292 -4.34252

---

[7]
# C5H10N2

The ion C5H10N2 with charge +2 in a non-equilibrium geometry (ωB97M-V with the def2-TZVPD basis set, the OMol25 dataset).

Calculated values
- Gap between HOMO and LUMO (alpha / beta): 8.430 / 7.124 eV
- HOMO energy (alpha / beta): -18.00 / -17.50 eV
- Lowest unoccupied orbital energy (alpha / beta): -9.57 / -10.38 eV
- Charge: +2

Atoms and positions in Å:
N 1.38300 1.88336 -0.14841
N -1.80356 0.22440 -0.33677
C -2.94661 -0.17638 -0.41242
C 0.74586 -1.84966 0.56554
C 0.80785 -0.65700 -0.24131
C 0.58899 0.73170 0.33305
C -0.83862 0.78368 -0.09490
H 2.33389 1.64416 -0.33870
H 1.40804 2.73669 0.36162
H 1.69074 -2.20198 0.77467
H -3.53002 -0.31714 0.46564
H 0.26749 -1.79318 1.54095
H 0.31862 -2.64006 -0.08464
H 1.11987 -0.73138 -1.29068
H 1.06279 2.00246 -1.08352
H -3.32080 -0.27422 -1.36355
H 0.71247 0.63455 1.35344

---

[8]
# C30H86N6O10

A cluster of 10 separate species, C30H86N6O10 in total in a non-equilibrium geometry (ωB97M-V with the def2-TZVPD basis set, the OMol25 dataset).

Calculated values
- Gap between HOMO and LUMO: 9.025 eV
- HOMO energy: -8.56 eV
- Lowest unoccupied orbital energy: 0.47 eV
- SMILES: COC[C@H](C)N.COC[C@H](C)N.COC[C@H](C)N.COC[C@H](C)N.COC[C@H](C)N.COC[C@H](C)N.CCO.CCO.CCO.O
- Charge: 0

Atoms and positions in Å:
O -11.94659 6.70171 10.87758
O -14.48238 0.11416 6.94686
O -8.20830 2.67962 9.75673
O -9.15638 0.38910 14.54276
O -7.30985 4.83680 14.07551
O -9.15689 -3.88936 12.01851
O -11.35878 4.31623 11.96067
O -6.62528 7.51884 7.96777
O -12.66462 5.17633 6.27150
O -6.20132 -0.81765 10.13803
N -9.52167 6.92495 8.03421
N -5.85408 2.59012 11.59847
N -6.96011 -1.31042 13.33629
N -14.59718 3.03870 7.01749
N -9.68960 1.90859 12.22554
N -4.73722 5.95689 9.43786
C -4.87168 3.12729 13.74809
C -13.58003 3.70613 7.84703
C -9.39670 1.94672 9.72300
C -11.45438 4.41421 13.38485
C -12.59472 3.49370 13.83337
C -5.15788 7.31267 9.86022
C -11.48294 7.07057 9.58760
C -5.47843 8.11261 8.61624
C -13.34366 6.90158 11.04165
C -8.01056 6.04999 13.91728
C -7.78402 3.08963 8.47467
C -9.13859 7.91051 10.25128
C -9.97071 6.88307 9.44681
C -7.85338 -3.18830 14.61548
C -4.05973 7.92266 10.69229
C -6.72889 8.01067 6.64330
C -8.74688 -2.57881 12.34880
C -9.59005 1.10224 11.00644
C -12.32140 4.05536 7.04503
C -11.77988 5.38337 5.16306
C -6.95898 -0.98894 8.93481
C -6.20233 3.01096 12.97458
C -6.93954 4.34280 12.79658
C -6.22279 -0.34304 7.75688
C -13.29744 2.74459 8.99657
C -10.82999 0.25262 10.91019
C -7.51508 -2.65639 13.22908
C -10.37710 -3.90668 11.32739
C -13.33582 -0.57336 7.42991
C -13.51655 -2.06514 7.11878
H -7.00481 -3.34592 15.28676
H -13.36198 -2.23907 6.05560
H -10.74073 5.21891 5.45061
H -7.97175 -0.59666 9.02084
H -4.39158 2.18265 14.01099
H -8.96725 2.62318 12.17619
H -15.50836 3.17421 7.44214
H -6.39702 5.08651 12.21121
H -8.69530 0.47666 11.09098
H -9.54134 -2.09644 12.93316
H -5.46778 -1.42051 9.98229
H -14.53100 -2.41267 7.32318
H -6.75966 -1.02242 12.38323
H -13.58652 3.79647 13.50379
H -6.08922 -1.37109 13.84930
H -11.68314 5.45805 13.62252
H -12.13667 3.19080 6.39493
H -11.69600 8.13819 9.46143
H -4.60926 8.16024 7.95679
H -11.95054 6.47755 8.79599
H -14.24908 2.38047 9.38113
H -8.08972 7.72987 10.01596
H -10.50641 4.19166 13.87755
H -10.58596 -4.90906 10.95320
H -10.98746 -0.49734 11.68099
H -7.55332 2.27960 7.77128
H -8.60170 -1.92516 11.47970
H -12.05025 4.68693 4.36514
H -3.07618 8.01022 10.22188
H -6.96321 -0.19338 6.96615
H -13.54597 7.96270 10.87134
H -8.50822 -2.52500 15.18408
H -12.71888 3.22729 9.78896
H -4.09228 3.52204 13.08608
H -8.53009 3.71726 7.98010
H -12.42659 2.49478 13.42457
H -14.40034 1.06291 7.15132
H -10.26121 -3.27831 10.43555
H -6.67084 2.45758 11.01075
H -9.50024 0.95067 13.81947
H -3.84483 7.39555 11.62340
H -12.90587 -2.67458 7.78583
H -8.76760 6.04060 13.12751
H -11.90840 6.38722 4.76529
H -13.94281 6.31597 10.34048
H -7.85631 4.05617 12.26938
H -8.49589 -0.16532 14.10103
H -5.46492 -1.02147 7.36556
H -5.77367 8.02692 6.11582
H -11.69837 0.91409 10.84494
H -12.50640 3.34770 14.91278
H -11.25082 -3.58320 11.90022
H -6.78467 -3.31372 12.74160
H -6.03915 7.20465 10.50069
H -7.33787 6.87677 13.65058
H -6.82334 3.58773 8.49098
H -6.83991 2.21574 13.36496
H -10.25092 2.59421 9.50097
H -7.40153 7.32368 6.12562
H -14.61580 3.59892 6.16707
H -4.25607 8.96680 10.95958
H -9.21152 7.89007 11.33784
H -4.89592 3.81187 14.59425
H -8.45432 6.40433 14.84742
H -4.88192 5.33014 10.23000
H -13.93037 4.65306 8.27380
H -13.60028 6.64832 12.06832
H -7.18498 9.00248 6.56649
H -5.80810 0.63303 8.00160
H -12.64937 1.93560 8.65092
H -11.72349 5.14577 11.59572
H -5.23647 1.80950 11.43381
H -8.32444 -4.17072 14.55259
H -9.78781 7.87099 7.76461
H -12.46217 -0.16530 6.90729
H -6.98121 -2.07944 8.84289
H -10.79272 -0.24528 9.93507
H -5.74181 9.13781 8.89719
H -8.49859 6.91155 7.96512
H -11.46847 4.32672 7.67514
H -13.16564 -0.34276 8.48618
H -10.51531 2.49303 12.11966
H -9.34652 8.89460 9.82386
H -9.77469 5.84088 9.72141
H -9.37487 1.15526 8.96233
H -5.48675 5.72370 8.79755

---

Record-wise relative energy (zero: lowest compared OMol25 entry of this formula, charge and spin) values, in kcal per mole: 139.18, 7.07, 74.28, 0.00, 59.60, 72.86, 82.73, 0.00
Record-wise E values, in eV: -9245.3586, -62398.9200, -7297.7268, -106597.7317, -10178.6474, -105763.8866, -8304.2809, -61916.7508